# 1
Formula: C23H34NO2P2STi
Source: the OMol25 dataset
Level of theory: wB97M-V/def2-TZVPD

Properties
Highest occupied orbital energy (alpha / beta): -6.76 / -6.77 eV
2S+1: 2
HOMO-LUMO gap (alpha / beta): 6.871 / 6.975 eV
Expectation value of S²: 0.756
E_LUMO (alpha / beta): 0.11 / 0.20 eV

CARTESIAN COORDINATES (ANGSTROEM)
C 0.0047 0.1641 -4.5360
C 0.3074 0.4386 -3.1726
N -0.1833 -0.4111 -2.1741
C -0.7431 -1.5883 -2.5368
C -0.8245 -1.9831 -3.8625
C -0.4632 -1.0828 -4.8658
C 1.0944 1.5414 -2.7951
P 1.4957 1.9813 -1.1060
Ti 0.2700 -0.0538 -0.1387
P -1.6981 -1.5848 0.1141
C -1.1632 -2.5062 -1.4249
C -0.2266 1.2390 1.7914
C 0.9393 1.5549 2.4711
C 0.8356 2.0562 3.7847
C -0.4281 2.2752 4.3574
C -1.5958 2.0025 3.6275
C -1.4901 1.5121 2.3115
O -1.6631 4.3813 -3.5903
O -2.8878 4.3895 -0.0920
H 0.2347 0.9355 -5.2801
H -1.2267 -2.9706 -4.0728
H -0.5674 -1.3760 -5.9049
C 3.2866 1.7300 -1.3183
C 1.3496 3.7398 -0.6333
H -2.0352 -3.1115 -1.7073
H -0.3434 -3.1984 -1.1426
H -0.8830 3.8522 -3.5964
H 1.4488 2.2156 -3.6143
C -1.5838 -2.7831 1.4452
C -3.4612 -1.3523 -0.1763
H 1.9206 1.3920 2.0042
H 1.7456 2.2531 4.3543
H -0.4995 2.6654 5.3762
H -2.5816 2.1869 4.0704
H -2.3937 1.3388 1.7160
H -1.1465 0.8353 -0.1909
H -2.0257 4.3274 0.3706
H -2.6934 3.9485 -0.9430
H -2.4453 3.7993 -3.8046
H -1.7078 0.4333 -0.5570
H 3.6258 2.5762 -1.9246
H 3.8332 1.6809 -0.3755
H 3.4333 0.7989 -1.8722
H 1.9039 4.3565 -1.3570
H 0.3012 4.0679 -0.5604
H 1.8039 3.8756 0.3607
H -3.9452 -2.3338 -0.2565
H -3.8989 -0.8031 0.6661
H -3.6373 -0.7891 -1.0997
H -2.3340 -3.5690 1.2956
H -0.5817 -3.2247 1.5044
H -1.7860 -2.2536 2.3831
S 2.1768 -1.1878 -0.0064
C 2.0354 -2.3567 1.2804
C 1.8446 -1.9941 2.6250
C 1.9305 -2.9780 3.6059
C 2.1776 -4.3092 3.2614
C 2.3234 -4.6677 1.9169
C 2.2362 -3.7039 0.9247
H 1.6309 -0.9544 2.8746
H 1.8163 -2.6992 4.6537
H 2.2728 -5.0638 4.0403
H 2.5238 -5.6990 1.6312
H 2.3419 -3.9562 -0.1300

Cartesian forces, eV/Å:
C 0.03 -0.65 -0.55
C 0.44 1.42 1.51
N -0.05 -0.24 -0.78
C 0.45 -0.09 -0.85
C -0.51 -0.64 1.25
C 0.24 0.96 -0.38
C -1.08 1.07 -0.95
P 0.11 -1.74 -0.94
Ti -0.09 1.49 0.98
P 1.31 -1.77 -0.41
C -0.64 -0.55 0.69
C -0.01 -1.22 -2.61
C -0.26 0.35 1.25
C -0.06 -0.02 -0.31
C 0.11 -0.18 -0.21
C 0.11 0.14 -0.36
C 0.27 0.18 1.16
O -2.34 0.02 -0.13
O 1.02 -0.57 -0.26
H 0.00 -0.50 0.28
H 0.08 0.22 -0.12
H -0.11 0.12 0.03
C 0.36 0.46 0.44
C -0.06 0.21 -0.14
H 0.34 -0.09 -0.28
H -0.31 0.43 -0.08
H 0.77 -0.98 -0.06
H -0.21 -0.70 0.63
C -0.47 -0.56 0.28
C -0.42 0.19 0.18
H -0.33 0.01 0.33
H -0.28 0.08 -0.05
H 0.02 -0.16 -0.33
H 0.41 -0.01 -0.13
H 0.23 -0.02 0.26
H -2.40 2.15 -0.24
H -0.78 0.09 -0.20
H -0.20 0.46 0.45
H 1.61 0.80 0.28
H 0.90 1.05 0.11
H 0.31 -0.16 0.03
H 0.10 0.13 -0.04
H -0.08 0.21 0.18
H -0.28 -0.06 0.20
H 0.37 -0.16 -0.19
H -0.10 -0.17 -0.30
H 0.07 0.21 0.00
H -0.01 -0.08 -0.20
H 0.06 -0.07 0.15
H 0.17 -0.03 0.22
H -0.18 0.19 -0.08
H 0.03 -0.17 -0.09
S 1.25 -0.10 -0.10
C 0.07 -0.82 0.33
C 0.06 -0.30 -0.46
C -0.08 -0.17 0.02
C 0.06 0.08 -0.09
C -0.10 -0.07 0.17
C -0.05 0.36 0.45
H 0.18 -0.28 0.00
H -0.01 -0.09 -0.24
H -0.05 0.16 -0.17
H -0.09 0.14 0.17
H 0.09 0.02 0.26

# 2
Formula: C4H8N2
Source: the OMol25 dataset
Level of theory: wB97M-V/def2-TZVPD

Properties
Highest occupied orbital energy: -7.18 eV
HOMO-LUMO gap: 7.568 eV
E_LUMO: 0.39 eV
ΔE to the lowest compared entry with this formula, charge and spin: 87.12 kcal/mol

CARTESIAN COORDINATES (ANGSTROEM)
C -0.4557 1.6804 0.1997
N -0.4282 0.2140 -0.3743
C -1.0522 -0.9069 0.3846
C 0.9195 -0.1217 -0.8774
C 1.8499 -0.3927 0.2302
N 2.5812 -0.6424 1.0891
H -1.3581 1.6539 0.8372
H -0.9797 0.5371 -1.1588
H 0.4004 1.7225 0.8828
H -0.5281 -1.0104 1.3395
H -1.0140 -1.8572 -0.1642
H -2.0914 -0.6396 0.5765
H 1.2543 0.7613 -1.4270
H 0.9021 -0.9982 -1.5378

Cartesian forces, eV/Å:
C 0.07 -0.16 0.56
N 0.07 0.13 -0.03
C -0.06 0.16 0.11
C 0.01 0.13 -0.02
C 0.48 -0.16 0.70
N -0.69 0.22 -0.85
H 0.20 0.11 -0.15
H -0.19 -0.85 -0.45
H 0.00 -0.04 0.15
H -0.05 0.09 -0.20
H 0.05 0.27 -0.01
H 0.14 -0.01 0.00
H 0.07 -0.08 0.04
H -0.10 0.19 0.15

# 3
Formula: C30H43N11OPb
Source: the OMol25 dataset
Level of theory: wB97M-V/def2-TZVPD

Properties
Highest occupied orbital energy: -0.85 eV
HOMO-LUMO gap: 5.439 eV
E_LUMO: 4.59 eV
ΔE to the lowest compared entry with this formula, charge and spin: 0.00 kcal/mol
Charge: -2

CARTESIAN COORDINATES (ANGSTROEM)
Pb -0.4227 0.0305 -0.7074
N -2.1699 2.6359 1.8876
C -2.4357 1.3087 2.1830
N -3.2203 0.9463 3.1946
N -3.2075 -0.3966 3.1484
N -2.4625 -0.7992 2.1706
N -1.9397 0.2673 1.5340
C -1.9638 3.1289 0.6017
N -2.2962 4.3760 0.3021
N -1.9212 4.5088 -0.9850
N -1.4009 3.4120 -1.4155
N -1.4009 2.4929 -0.4210
H -2.7155 3.2733 2.4477
C 3.4302 -1.6445 2.8934
C 2.0272 -1.6501 2.2834
C 0.9581 -1.4922 3.3648
C 1.7886 -2.8918 1.4472
C 1.8676 -4.1417 2.0494
C 1.6700 -5.3017 1.3185
C 1.3970 -5.1970 -0.0356
C 1.3150 -3.9646 -0.6780
C 1.0393 -3.9842 -2.1725
C -0.0475 -3.0294 -2.6674
C 2.3193 -3.7952 -2.9911
C 1.5072 -2.7875 0.0688
N 1.4259 -1.5271 -0.5294
C 2.5967 -0.9967 -1.0118
C 2.6111 0.2387 -1.5673
N 1.4417 0.9783 -1.6815
C 1.6602 2.3452 -1.9609
C 2.1312 3.1970 -0.9501
C 2.3287 4.5457 -1.2234
C 2.0675 5.0645 -2.4793
C 1.6012 4.2173 -3.4703
C 1.3900 2.8634 -3.2325
C 0.8452 2.0212 -4.3660
C 1.8089 0.9248 -4.8229
C -0.5443 1.4425 -4.0849
C 2.4059 2.6758 0.4463
C 1.5838 3.4207 1.4987
C 3.8981 2.7351 0.7788
H 3.6168 -0.6964 3.4023
H 4.1925 -1.7756 2.1238
H 3.5493 -2.4467 3.6269
H 1.9552 -0.7978 1.6045
H 0.9358 -2.3660 4.0224
H -0.0375 -1.3778 2.9339
H 1.1603 -0.6134 3.9814
H 2.0714 -4.2062 3.1131
H 1.7149 -6.2725 1.7977
H 1.2327 -6.0981 -0.6193
H 0.6781 -5.0012 -2.3723
H 0.3335 -2.0113 -2.7312
H -0.9113 -3.0271 -2.0018
H -0.3706 -3.3345 -3.6675
H 2.6772 -2.7678 -2.9058
H 2.1254 -4.0012 -4.0472
H 3.1105 -4.4656 -2.6485
H 3.5308 -1.5443 -0.8902
H 3.5484 0.6856 -1.8879
H 2.6685 5.2037 -0.4317
H 2.1986 6.1217 -2.6779
H 1.3670 4.6183 -4.4513
H 0.7335 2.7205 -5.2041
H 1.9423 0.1739 -4.0418
H 2.7905 1.3369 -5.0674
H 1.4132 0.4286 -5.7140
H -0.4657 0.5507 -3.4629
H -1.0244 1.1533 -5.0248
H -1.1765 2.1643 -3.5619
H 2.1091 1.6244 0.4642
H 1.8994 4.4635 1.5825
H 1.7074 2.9536 2.4785
H 0.5225 3.4122 1.2474
H 4.2627 3.7657 0.7526
H 4.4786 2.1496 0.0652
H 4.0834 2.3356 1.7784
C -2.0548 -4.2045 2.2552
C -2.3873 -4.0925 0.7776
O -2.0660 -2.8277 0.2493
H -2.3369 -5.1899 2.6362
H -2.5885 -3.4424 2.8245
H -0.9868 -4.0621 2.4109
H -3.4532 -4.3159 0.6177
H -1.8095 -4.8269 0.2076
H -2.2734 -2.1507 0.9318

Cartesian forces, eV/Å:
Pb 0.13 -0.31 -0.42
N 0.00 0.05 0.16
C 0.00 0.05 -0.03
N 0.01 -0.17 -0.02
N -0.10 -0.06 0.11
N -0.03 0.22 0.03
N 0.16 0.07 -0.03
C -0.06 0.02 0.05
N 0.00 0.02 -0.05
N -0.04 0.14 -0.05
N 0.00 -0.03 -0.04
N 0.06 -0.03 0.19
H 0.04 -0.04 -0.04
C -0.01 -0.01 -0.02
C -0.05 0.05 -0.05
C -0.03 -0.01 0.00
C 0.09 -0.01 0.07
C -0.07 -0.05 -0.01
C 0.00 0.06 0.01
C -0.02 -0.02 -0.01
C -0.11 -0.06 -0.01
C -0.03 -0.05 -0.03
C -0.03 -0.01 -0.03
C 0.03 0.03 0.02
C 0.10 0.09 0.17
N -0.25 0.14 -0.21
C 0.09 0.17 0.12
C 0.00 -0.08 0.15
N 0.05 -0.10 0.03
C -0.12 -0.12 0.16
C 0.13 0.13 0.11
C -0.02 -0.01 -0.02
C -0.01 -0.03 0.01
C -0.01 0.01 0.01
C -0.05 0.15 -0.09
C -0.02 -0.01 -0.11
C 0.01 -0.08 0.04
C -0.09 0.06 -0.02
C -0.01 -0.04 0.03
C -0.05 -0.01 -0.03
C -0.02 0.00 -0.02
H 0.01 0.03 0.02
H 0.01 0.01 -0.02
H 0.00 -0.03 0.02
H 0.01 -0.02 0.05
H 0.02 -0.01 0.04
H 0.01 -0.01 -0.03
H 0.00 0.04 0.01
H 0.02 -0.01 0.02
H 0.01 -0.02 0.01
H 0.00 -0.01 -0.01
H 0.02 0.01 -0.02
H 0.01 -0.03 -0.04
H -0.02 0.01 0.02
H -0.02 -0.02 -0.02
H 0.00 -0.01 0.02
H -0.01 0.01 -0.04
H 0.02 -0.02 0.00
H -0.01 -0.03 -0.02
H 0.00 0.01 -0.03
H 0.02 0.02 0.03
H 0.01 0.01 0.00
H 0.00 0.00 -0.02
H -0.02 -0.03 -0.01
H -0.01 0.05 -0.04
H 0.02 0.02 -0.01
H 0.00 -0.02 -0.03
H 0.00 0.01 -0.09
H -0.02 -0.02 -0.02
H 0.06 -0.04 -0.05
H 0.00 0.05 0.02
H 0.01 0.04 0.00
H 0.01 -0.01 0.03
H 0.05 -0.01 0.02
H 0.01 0.04 0.00
H 0.01 -0.01 -0.02
H 0.01 -0.02 0.05
C -0.06 -0.06 0.01
C 0.07 0.00 0.00
O 0.01 0.12 -0.05
H 0.01 -0.04 0.01
H 0.00 0.00 0.01
H 0.09 0.02 0.00
H -0.02 0.00 0.01
H -0.02 -0.03 0.00
H -0.02 -0.07 0.04

# 4
Formula: C4H3N3O2
Source: the OMol25 dataset
Level of theory: wB97M-V/def2-TZVPD

Properties
Highest occupied orbital energy: -9.69 eV
HOMO-LUMO gap: 10.179 eV
E_LUMO: 0.49 eV
ΔE to the lowest compared entry with this formula, charge and spin: 25.44 kcal/mol

CARTESIAN COORDINATES (ANGSTROEM)
C 0.3965 0.4792 -0.2789
C -0.1728 1.5953 0.1561
C -1.3361 -0.0853 1.0047
C 0.1594 -1.8310 0.2127
N -0.3026 -0.5498 0.2320
N -2.8156 -1.8724 -0.0983
N -3.7924 -1.4629 -0.3929
O 1.2743 -2.0315 -0.1156
O -1.2621 1.2396 0.8456
H 1.3771 0.1443 -0.8295
H 0.0268 2.5699 -0.3291
H -0.4436 -2.6644 0.6061

Cartesian forces, eV/Å:
C 4.42 -0.54 -2.02
C 1.45 0.99 -2.90
C -0.39 -0.38 0.28
C -0.30 -1.78 1.22
N -2.23 0.89 1.41
N -1.84 0.10 -0.74
N 1.22 -0.58 0.37
O 2.13 -0.74 -1.07
O -1.12 0.30 1.31
H -2.20 1.45 0.99
H -0.58 -0.40 1.26
H -0.55 0.70 -0.11

# 5
Formula: C9H18NOSn
Source: the OMol25 dataset
Level of theory: wB97M-V/def2-TZVPD

Properties
Highest occupied orbital energy: -10.47 eV
HOMO-LUMO gap: 4.688 eV
E_LUMO: -5.78 eV
ΔE to the lowest compared entry with this formula, charge and spin: 0.00 kcal/mol
Charge: +1

CARTESIAN COORDINATES (ANGSTROEM)
Sn 2.4676 -0.5547 3.6317
C 2.5451 -0.2511 0.4008
C 1.2363 0.3219 -0.1791
C 1.0071 -0.4035 -1.5075
C -0.4469 -0.4173 -1.9285
C -1.2843 -1.0878 -0.8344
C -1.2298 -0.2269 0.4416
N 0.1813 0.0072 0.8127
O 0.2793 0.6934 1.8574
C -1.8626 -1.1460 1.5127
C -2.1410 1.0139 0.3516
C 1.3916 1.8256 -0.4259
H 2.4650 -1.2557 0.8365
H 2.9022 0.3157 1.2799
H 3.3353 -0.2639 -0.3464
H 1.4145 -1.4182 -1.5649
H 1.6069 0.0638 -2.2936
H -0.7198 -0.9026 -2.8668
H -0.7892 0.6096 -2.0994
H -0.9105 -2.0825 -0.5674
H -2.2720 -1.3397 -1.2196
H -2.8551 -1.4222 1.1551
H -2.0011 -0.6415 2.4691
H -1.3295 -2.0803 1.6972
H -2.8614 0.8163 -0.4429
H -1.5711 1.9065 0.0995
H -2.7547 1.2265 1.2243
H 2.0380 2.0557 -1.2700
H 1.7598 2.4126 0.4152
H 0.3989 2.2253 -0.6393

Cartesian forces, eV/Å:
Sn -0.88 0.47 -0.79
C 0.25 -0.06 1.11
C 1.36 -1.05 -0.20
C -0.01 -0.46 -1.41
C -0.97 -0.15 0.08
C 0.94 0.40 -0.33
C -2.03 -2.55 0.45
N -0.85 1.89 -1.05
O 1.34 -0.54 1.68
C -0.15 0.19 0.52
C 0.41 0.31 -0.60
C -0.76 0.53 0.26
H -0.39 -0.33 -0.69
H 0.12 0.65 -0.39
H 0.08 0.07 0.10
H -0.23 -0.15 0.75
H -0.02 0.45 0.25
H 0.86 -0.20 -0.14
H -0.09 0.04 0.28
H 0.50 0.10 -0.21
H -0.35 0.69 0.45
H -0.01 0.05 0.00
H 0.11 0.07 -0.03
H 0.23 0.08 -0.20
H 0.12 0.14 -0.14
H -0.17 0.10 -0.04
H 0.44 -0.17 0.34
H 0.01 -0.33 -0.07
H 0.02 -0.38 0.25
H 0.11 0.13 -0.24

# 6
Formula: C8H14N2O2
Source: the OMol25 dataset
Level of theory: wB97M-V/def2-TZVPD

Properties
Highest occupied orbital energy: -7.67 eV
HOMO-LUMO gap: 8.176 eV
E_LUMO: 0.50 eV
ΔE to the lowest compared entry with this formula, charge and spin: 66.84 kcal/mol

CARTESIAN COORDINATES (ANGSTROEM)
C 1.1603 0.3970 0.0266
C 2.4769 -3.0182 1.0359
C 1.2345 1.8811 -0.3445
C -0.6239 -1.1602 -0.7434
C 2.1197 1.9537 -1.5781
C -1.4426 -1.4070 1.5945
C -2.8565 -0.4760 -0.2786
C -1.8660 -1.4689 0.1631
N 0.1990 -0.3693 -0.3133
N -0.0143 2.5220 -0.3545
O 2.1980 -2.1490 1.7103
O 2.7428 -3.9220 0.3777
H 2.0189 -0.0630 0.5171
H 1.8007 2.5279 0.3001
H 2.1474 3.1006 -1.9391
H 1.7567 1.4083 -2.3799
H 3.0060 1.6036 -1.2685
H -0.7043 -0.5688 1.8584
H -0.8544 -2.2034 1.7812
H -2.2139 -1.4049 2.3915
H -2.5454 0.4947 0.3290
H -3.9183 -0.5705 0.0197
H -2.9363 -0.2027 -1.2457
H -2.1859 -2.5979 -0.1477
H -0.7402 2.1726 -0.8710
H 0.0413 3.5203 -0.6409

Cartesian forces, eV/Å:
C -0.01 0.36 0.49
C 0.29 -1.57 -0.93
C 0.58 -0.69 -0.51
C -0.88 -0.58 0.22
C -2.89 4.61 -0.88
C -0.62 3.00 1.45
C -1.34 3.08 4.83
C 0.84 -3.11 -1.91
N 1.04 0.89 -0.03
N -0.14 3.09 0.92
O -0.61 2.25 1.65
O 0.33 -0.77 -0.71
H -0.22 0.12 -0.13
H 0.51 -0.60 1.39
H 0.36 -2.49 0.83
H -0.74 -1.23 -1.65
H 3.68 -0.97 0.60
H -1.43 -0.57 -0.68
H 1.87 -3.10 0.72
H 0.03 0.08 -0.77
H -0.61 -1.45 -1.41
H 0.53 -0.72 0.32
H 0.45 0.50 -3.48
H 0.61 2.61 0.84
H -1.86 -1.69 -1.64
H 0.25 -1.05 0.48